Record 1
Computed, not measured: a structure of composition C36H30BN13NaSTe, with ωB97M-V with the def2-TZVPD basis set.

```
83
Properties=species:S:1:pos:R:3:lowdin_spin:R:1
Na -0.71876 -0.72705 0.76659 0.005
C 2.99477 1.77666 1.18924 0.000
C 2.20411 1.21829 0.16604 0.001
N 1.77101 0.01439 0.50191 0.000
N 2.28834 -0.24269 1.72575 0.000
C 3.00762 0.81395 2.17182 0.000
B 1.76283 -1.44421 2.53791 0.000
N 1.28344 -2.53141 1.52851 0.000
C 2.09712 -3.25615 0.73260 0.000
C 1.31348 -4.02420 -0.10111 0.000
C -0.00336 -3.68810 0.25999 0.000
N -0.01335 -2.79473 1.24355 0.000
N 0.61223 -0.90675 3.41758 0.000
C 0.40293 -0.94929 4.75274 0.000
C -0.65040 -0.10886 5.04339 0.000
C -1.03566 0.41805 3.79540 0.000
N -0.27101 -0.06075 2.82725 0.000
N 2.92889 -2.03810 3.36768 0.000
C 4.25033 -1.93630 3.08943 0.000
C 4.93126 -2.75700 3.95915 0.000
C 3.91476 -3.33557 4.74382 0.000
N 2.71553 -2.90821 4.37850 0.000
H 3.46818 2.74412 1.20856 0.000
H 1.93349 1.64177 -0.79259 0.001
H 3.45504 0.81159 3.15425 0.000
H 3.17106 -3.17923 0.80771 0.000
H 1.64207 -4.70846 -0.86684 0.000
H -0.93790 -4.03620 -0.15853 0.001
H 1.00576 -1.57803 5.38671 0.000
H -1.08275 0.09040 6.01155 0.000
H -1.81731 1.12431 3.55448 0.000
H 4.60881 -1.29891 2.29617 0.000
H 5.99579 -2.91336 4.02407 0.000
H 4.00614 -4.04769 5.55180 0.000
C 3.45083 0.15205 -3.52117 0.002
C 2.91067 -0.87161 -2.74810 0.000
C 1.56453 -0.87615 -2.43048 0.002
C 0.70209 0.13699 -2.87846 0.002
C 1.25461 1.14933 -3.66786 0.002
C 2.61157 1.15863 -3.97437 0.000
N -0.68150 0.12199 -2.55341 0.028
C -1.33772 -1.08998 -2.75954 0.040
C -1.04380 -1.92077 -3.85406 0.007
C -1.73483 -3.09993 -4.08180 0.065
C -2.77231 -3.47954 -3.23010 0.000
C -3.09145 -2.68241 -2.14543 0.061
C -2.36853 -1.50756 -1.87331 -0.004
N -2.57748 -0.70417 -0.76851 0.296
N -3.57347 -1.10985 0.01609 0.209
C -3.97148 -0.27158 1.00029 0.031
C -5.05225 -0.71262 1.81555 0.043
C -5.53023 0.09824 2.80899 0.009
C -4.94434 1.35740 3.00762 0.071
C -3.88489 1.70325 2.19057 -0.005
N -3.38761 0.91988 1.23007 0.075
H 4.50632 0.15973 -3.76776 0.000
H 3.54787 -1.66315 -2.36635 0.000
H 1.16232 -1.66425 -1.80642 0.000
H 0.60974 1.92555 -4.04719 0.000
H 3.01018 1.96055 -4.58657 0.000
H -0.25344 -1.62347 -4.53127 -0.001
H -1.47228 -3.71893 -4.93317 0.005
H -3.32331 -4.39456 -3.41537 -0.002
H -3.89002 -2.94495 -1.46610 0.006
H -5.47394 -1.68814 1.60876 0.001
H -6.35672 -0.22656 3.43053 -0.001
H -5.28952 2.03743 3.77533 0.005
H -3.38859 2.66378 2.30733 -0.001
S -1.24278 3.84181 0.89683 0.000
C -2.11376 5.20873 0.50368 0.000
N -2.72045 6.17026 0.24477 0.000
Te -1.47943 1.48902 -0.95740 0.037
C -0.60570 3.10052 -2.23521 0.003
C 0.45775 3.96115 -1.96611 0.002
C 0.69577 5.08717 -2.74247 0.000
C -0.13008 5.38881 -3.82019 0.002
C -1.18547 4.53958 -4.11968 0.000
C -1.41544 3.41586 -3.32944 0.003
H 1.11521 3.75968 -1.12770 0.000
H 1.51959 5.74704 -2.49121 0.000
H 0.03344 6.28959 -4.40132 0.000
H -1.84675 4.76316 -4.95033 0.000
H -2.24742 2.76074 -3.56361 0.001
```

- Multiplicity: 2
- HOMO-LUMO gap (alpha / beta): 0.1676 / 0.2030 Ha
- ⟨S²⟩: 0.78
- Charge: -2
- Energy relative to the best compared isomer or geometry (same formula, charge and spin): 0.162 eV
- Molar mass: 838.2 g mol⁻¹
- Lowest unoccupied orbital energy (alpha / beta): 3.64 / 3.64 eV



Record 2
Computed, not measured: a structure of composition C36H30Br2F3N5O2Sc, with ωB97M-V with the def2-TZVPD basis set.

```
79
Properties=species:S:1:pos:R:3:mulliken_charge:R:1
Sc -0.68473 -1.16522 -0.77709 -0.969
Br -1.55699 -0.94071 -5.68984 -0.246
C -2.72061 -1.54446 -4.31411 -0.135
C -3.90169 -2.18639 -4.64974 -0.474
C -4.71402 -2.64570 -3.63595 0.265
Br -6.32210 -3.53887 -4.13598 -0.290
C -4.40415 -2.46868 -2.27684 0.326
C -5.21270 -2.91165 -1.18178 -1.274
C -4.79894 -2.61524 0.12234 -1.105
C -3.63777 -1.93216 0.35920 -0.417
N -2.80452 -1.49962 -0.65206 0.890
C -3.20871 -1.77680 -1.96744 0.505
C -2.32786 -1.35626 -2.99219 0.187
O -1.16418 -0.78951 -2.66324 0.182
H -4.17136 -2.33042 -5.68514 0.423
H -6.12326 -3.45860 -1.36948 0.308
H -5.39780 -2.92770 0.96837 0.392
H -3.34174 -1.68002 1.36982 0.500
N 1.44931 -0.85556 -1.72384 -0.006
C 2.33209 0.21489 -1.41320 0.352
C 3.52466 -0.05712 -0.75129 -0.343
C 4.38530 0.96710 -0.39149 -0.395
C 4.07329 2.28017 -0.71306 -1.068
C 2.89334 2.54810 -1.39093 -0.666
C 2.00300 1.53426 -1.73812 0.702
C 0.75252 1.87954 -2.47559 -0.501
C 0.82794 2.41983 -3.76157 -0.340
C -0.31335 2.76651 -4.46072 -1.047
C -1.56132 2.56294 -3.88205 -0.784
C -1.65557 2.03131 -2.61179 -0.323
C -0.50383 1.70379 -1.91512 0.010
H 1.88195 -1.77061 -1.67016 0.430
H 0.94900 -0.75714 -2.60680 0.255
H 3.76919 -1.08644 -0.51053 0.355
H 5.29983 0.73718 0.14011 0.432
H 4.74140 3.08572 -0.43756 0.408
H 2.63589 3.56805 -1.65412 0.494
H 1.80625 2.55049 -4.21030 0.512
H -0.23562 3.16805 -5.46324 0.393
H -2.46389 2.79044 -4.43473 0.426
H -2.62087 1.81256 -2.17721 0.441
F 0.91635 -3.70534 -0.40321 -0.262
C -0.31723 -3.36870 -0.97190 0.459
F -1.06185 -4.47775 -0.83481 -0.305
F 0.00996 -3.32554 -2.35126 -0.308
C -0.40540 1.68494 1.73020 -1.805
C -1.06586 2.12579 0.43533 1.687
C -0.62486 3.54741 0.11506 -1.941
C -2.58430 2.00656 0.54480 -1.680
O -0.57740 1.17844 -0.61726 1.483
H -0.64325 2.41200 2.50692 0.633
H 0.67735 1.64255 1.61321 0.332
H -0.76560 0.70743 2.05565 0.208
H -0.91356 4.17880 0.95583 0.527
H -1.09082 3.94290 -0.78622 0.354
H 0.46101 3.59771 0.00300 0.339
H -2.90139 2.33919 1.53441 0.434
H -2.89600 0.96862 0.41317 0.203
H -3.09737 2.61874 -0.19727 0.416
N 6.18928 0.84790 7.55855 -0.679
C 5.37780 0.49711 6.80781 0.256
C 4.38686 0.06905 5.89112 0.213
C 3.10855 -0.38094 6.34207 -0.943
C 2.15162 -0.79043 5.45919 -0.694
C 2.40816 -0.77458 4.06212 1.354
C 3.67944 -0.32667 3.59987 -0.547
C 4.63331 0.07745 4.48922 -0.862
N 1.42201 -1.14348 3.14658 0.425
C 0.27489 -1.88695 3.39925 -0.759
C -0.39856 -1.98012 2.21771 -0.912
N 0.29381 -1.31382 1.23698 0.824
C 1.39026 -0.82407 1.83228 -0.960
H 2.89705 -0.38443 7.40406 0.397
H 1.18255 -1.10050 5.83130 0.246
H 3.90625 -0.33548 2.53986 0.424
H 5.60374 0.39660 4.12955 0.397
H 0.07146 -2.31868 4.36154 0.417
H -1.30772 -2.52212 2.00665 0.504
H 2.13214 -0.20566 1.36310 0.321
```

- Multiplicity: 1
- HOMO-LUMO gap (alpha / beta): 0.1901 / 0.1533 Ha
- Charge: -1
- Energy relative to the best compared isomer or geometry (same formula, charge and spin): 1.881 eV
- Molar mass: 826.4 g mol⁻¹
- Lowest unoccupied orbital energy (alpha / beta): 2.11 / 2.12 eV



Record 3
Computed, not measured: a structure of composition C36H30Br2N5O2PTi, with ωB97M-V with the def2-TZVPD basis set.

```
77
Properties=species:S:1:pos:R:3:lowdin_spin:R:1
Ti -0.36866 0.17260 -0.40966 0.836
O 1.07771 -1.19423 0.51108 0.005
C 0.93011 -0.11142 1.06789 0.010
C 1.41510 0.42650 2.35179 -0.002
C 2.44910 -0.05361 3.14083 0.003
C 2.80682 0.66895 4.26846 0.000
C 2.13051 1.84800 4.58451 0.006
C 1.08403 2.31027 3.79846 0.000
C 0.71902 1.59098 2.66597 0.006
P -0.69261 1.93997 1.53061 0.010
C -0.64466 3.75754 1.36055 0.001
C 0.55166 4.31057 0.89453 0.000
C 0.65571 5.66715 0.63529 0.000
C -0.44843 6.49291 0.82554 -0.001
C -1.63908 5.95519 1.28789 0.000
C -1.73700 4.59293 1.55958 -0.001
C -2.16319 1.61046 2.55803 0.000
C -3.40629 1.63835 1.92639 0.000
C -4.57115 1.39254 2.63173 0.000
C -4.50956 1.09483 3.98888 0.000
C -3.27832 1.04592 4.62317 0.000
C -2.11157 1.30073 3.91169 0.000
H 2.96536 -0.96679 2.87225 0.000
H 3.61216 0.32550 4.90365 0.000
H 2.42524 2.41112 5.46100 0.000
H 0.56386 3.22350 4.06335 0.000
H 1.41905 3.67411 0.74291 0.000
H 1.59456 6.07996 0.28871 0.000
H -0.37320 7.55353 0.62356 0.000
H -2.49695 6.59487 1.45016 0.000
H -2.67045 4.19223 1.93411 0.000
H -3.47347 1.85124 0.86351 0.000
H -5.52649 1.42510 2.12405 0.000
H -5.41772 0.89732 4.54327 0.000
H -3.21985 0.80589 5.67701 0.000
H -1.16189 1.24428 4.42806 0.000
C -0.13514 -0.68129 -4.00211 0.002
C -0.58979 -1.76936 -3.07708 0.003
C -0.73181 -3.08686 -3.57811 0.000
C -1.17516 -4.08157 -2.76714 0.001
C -1.54455 -3.79533 -1.43159 0.000
C -2.06228 -4.73977 -0.50378 0.003
Br -2.24641 -6.54979 -0.99257 0.001
C -2.43396 -4.34427 0.74219 0.000
C -2.32771 -2.98506 1.12662 0.004
Br -2.90816 -2.47253 2.83184 0.002
C -1.83305 -2.03945 0.27498 0.005
O -1.75041 -0.73867 0.56181 0.025
C -1.40156 -2.47070 -1.01179 0.001
N -0.87249 -1.48218 -1.82527 0.002
H 0.73174 -1.00110 -4.58222 0.000
H 0.10551 0.23034 -3.46589 0.001
H -0.93215 -0.45609 -4.71479 0.000
H -0.47401 -3.28493 -4.61024 0.000
H -1.26826 -5.09412 -3.13747 0.000
H -2.82806 -5.06149 1.44814 0.000
N -4.93573 2.14480 -2.20688 -0.001
C -3.60338 2.38028 -2.10232 0.000
C -2.71526 1.34364 -1.74880 0.002
N -1.42491 1.58337 -1.60342 0.003
C -0.96826 2.81821 -1.85238 0.008
C -1.85228 3.82001 -2.19213 0.002
N -3.16259 3.61405 -2.30798 0.006
H -5.31348 1.21824 -2.14522 0.000
H -5.53037 2.89246 -2.51832 0.000
H -3.07047 0.33987 -1.54992 0.000
H 0.08803 3.00103 -1.73182 0.001
H -1.48876 4.82681 -2.35793 0.000
C 3.94868 -0.52805 -3.56941 0.002
C 3.94322 0.35464 -2.32135 0.004
C 2.57235 0.60706 -1.84704 0.030
N 1.48657 0.77164 -1.51802 0.018
H 4.97541 -0.75885 -3.84526 0.000
H 3.47376 -0.01949 -4.40699 0.000
H 3.42556 -1.46575 -3.38688 0.000
H 4.41390 1.32168 -2.50042 0.001
H 4.48187 -0.11068 -1.49460 0.000
```

- Multiplicity: 2
- HOMO-LUMO gap (alpha / beta): 0.2535 / 0.2710 Ha
- ⟨S²⟩: 0.76
- Charge: +1
- Molar mass: 803.3 g mol⁻¹
- Lowest unoccupied orbital energy (alpha / beta): -2.59 / -2.77 eV